This record from the OMol25 dataset describes C15H72BNO32 as an isolated structure at a distorted geometry. The level of theory is ωB97M-V/def2-TZVPD.

Cartesian coordinates (Å):
C1 3.4029 -3.2421 0.7252
C2 2.7211 -1.9219 0.3698
C3 1.2112 -1.8283 0.5996
C4 0.5971 -0.4453 0.3317
N1 -0.9226 -0.3332 0.4566
C5 -1.3849 -1.1086 1.6912
C6 -1.8323 -2.4920 1.3094
C7 -1.9827 -2.3708 -0.2009
C8 -1.6850 -0.9362 -0.5862
C9 -1.2787 1.1207 0.6668
C10 -0.7287 2.0776 -0.3900
C11 -0.6382 3.5422 0.1014
H1 3.0925 -4.0752 0.0754
H2 2.9060 -3.5965 1.7711
H3 4.4435 -3.1162 0.8293
H4 3.1335 -1.5374 -0.6340
H5 3.2353 -1.1286 0.8988
H6 1.1173 -2.2056 1.6127
H7 0.8488 -2.5843 -0.0294
H8 0.7619 -0.3834 -0.6884
H9 1.1772 0.2756 0.9755
H10 -2.3539 -0.5102 2.0601
H11 -0.6837 -1.2382 2.5674
H12 -2.7925 -2.8302 1.8497
H13 -1.1251 -3.2497 1.7136
H14 -2.9243 -2.7470 -0.5212
H15 -1.3086 -3.2221 -0.7167
H16 -2.5304 -0.4003 -0.7616
H17 -1.3119 -0.8697 -1.6137
H18 -0.8330 1.5410 1.5932
H19 -2.3371 1.3749 0.8883
H20 -1.2078 1.7175 -1.2352
H21 0.1674 1.7780 -0.7775
H22 0.2710 3.6870 0.9916
H23 -1.5024 3.8597 0.5812
H24 -0.6550 4.3749 -0.8005
O1 1.9947 5.6836 0.7470
C12 1.7677 6.7527 0.1281
O2 0.6514 7.3069 0.2794
B1 0.7200 8.6211 -0.4545
O3 2.1919 8.7012 -0.7832
C13 2.6428 7.6158 -0.4317
O4 3.7439 7.3394 -0.8408
O5 0.2219 9.6643 0.3722
C14 -0.5747 10.3536 -0.2840
O6 -0.9294 11.4965 0.0337
C15 -0.7734 9.5389 -1.4971
O7 -0.1638 8.5345 -1.5818
O8 -1.8340 9.6661 -2.1325
O9 3.9850 -6.7299 1.4857
H25 3.9536 -7.0893 2.3993
H26 3.1721 -6.1987 1.4412
O10 -5.3327 -3.9517 1.0544
H27 -5.8330 -3.6538 0.3642
H28 -5.1035 -3.3130 1.7298
O11 -1.9110 6.2675 -1.6222
H29 -2.3952 6.9292 -2.2800
H30 -1.7246 6.9567 -0.9088
O12 1.1598 -6.1033 1.4551
H31 0.4507 -5.7761 2.0134
H32 0.7196 -5.9877 0.6490
O13 3.2360 1.9235 -0.3472
H33 2.8365 1.8808 0.4965
H34 3.9189 2.5506 -0.5787
O14 -2.5714 -6.1697 0.2522
H35 -2.4729 -5.2694 0.6145
H36 -3.5259 -6.3621 -0.0112
O15 -0.5290 -5.2991 3.3898
H37 -0.4357 -4.8430 4.1606
H38 -1.2415 -5.8829 3.5569
O16 -2.0237 2.2886 -4.6008
H39 -1.2242 2.4723 -4.1180
H40 -2.6565 1.8373 -4.1729
O17 -3.2161 -1.3864 -3.4319
H41 -2.7668 -1.0972 -4.2960
H42 -3.8809 -0.7315 -3.1400
O18 4.8842 -3.3221 -2.4928
H43 4.5760 -2.5293 -2.6802
H44 5.5652 -3.1687 -3.2814
O19 2.2957 -4.4032 -2.9630
H45 3.0541 -4.2487 -2.6258
H46 1.7701 -5.1630 -2.6793
O20 -4.1164 2.3257 -1.0167
H47 -4.2234 3.2609 -1.2525
H48 -4.6322 2.3331 -0.2013
O21 -0.0987 5.5178 2.9180
H49 0.6147 5.7104 2.4545
H50 0.0071 4.5375 3.2106
O22 -5.0845 -1.2022 3.0346
H51 -4.8004 -0.5320 3.6697
H52 -5.7112 -0.5849 2.5840
O23 2.4437 1.7409 -2.9213
H53 2.7528 1.8963 -2.0365
H54 1.6362 2.1869 -2.9694
O24 -0.5428 -5.9736 -1.3557
H55 -1.2901 -6.1655 -0.7336
H56 -0.1701 -6.7454 -1.6802
O25 -2.5729 2.7983 3.8856
H57 -1.7049 3.0953 3.6111
H58 -2.6031 2.6683 4.7845
O26 5.4319 0.5347 -1.2706
H59 5.9519 1.2601 -1.0010
H60 4.6819 0.8060 -0.8004
O27 0.2230 3.1882 4.1610
H61 0.4060 2.1749 4.1419
H62 0.4100 3.3777 5.0122
O28 1.5182 0.5573 3.7507
H63 2.0601 -0.1152 4.3099
H64 2.1276 1.2064 3.3530
O29 6.9329 -3.0028 1.3268
H65 7.1587 -3.5952 0.6817
H66 6.5263 -3.5256 1.9208
O30 -4.1490 -3.7469 -3.2130
H67 -3.8515 -2.8178 -3.2097
H68 -4.2985 -4.1112 -4.0439
O31 0.1783 -2.3266 -3.1606
H69 -0.5993 -2.9223 -3.2251
H70 0.9338 -2.9466 -3.2754
O32 -1.5236 -4.3579 -3.3976
H71 -2.4389 -4.2420 -3.3337
H72 -1.0428 -4.9406 -2.8035

Calculated values
Gap between HOMO and LUMO ... 7.7417 eV
Calculated total energy ... -84404.812 eV
E_LUMO ... -1.218 eV

Results of the Löwdin charge analysis, in e, for atoms 1 through 4: -0.085, -0.258, -0.173, -0.055